{
  "formula": "C45H74BF5IN14O8PSSi",
  "method": "ωB97M-V with the def2-TZVPD basis set",
  "symbols": ["C", "C", "O", "C", "C", "P", "O", "I", "C", "C", "C", "C", "C", "F", "F", "C", "F", "F", "F", "B", "N", "O", "O", "S", "O", "O", "C", "C", "C", "C", "C", "O", "C", "O", "Si", "C", "C", "C", "H", "H", "H", "H", "H", "H", "H", "H", "H", "H", "H", "H", "H", "H", "H", "H", "H", "H", "H", "H", "H", "H", "H", "H", "H", "H", "H", "H", "H", "H", "H", "H", "H", "H", "H", "C", "C", "N", "H", "H", "H", "C", "C", "N", "H", "H", "H", "C", "C", "N", "H", "H", "H", "C", "C", "N", "H", "H", "H", "C", "C", "N", "H", "H", "H", "C", "C", "N", "H", "H", "H", "C", "C", "N", "H", "H", "H", "C", "C", "N", "H", "H", "H", "C", "C", "N", "H", "H", "H", "C", "C", "N", "H", "H", "H", "C", "C", "N", "H", "H", "H", "C", "C", "N", "H", "H", "H", "C", "C", "N", "H", "H", "H"],
  "positions_angstrom": [[-3.376, -0.729, 1.974], [-1.796, -0.574, 2.289], [-1.759, 0.582, 3.273], [-0.652, -0.339, 1.233], [-0.646, -0.583, -0.378], [-1.873, -2.069, -0.672], [-1.516, -3.013, -2.085], [-1.658, -3.851, 1.083], [-1.184, 0.812, -1.106], [-1.921, 0.815, -2.525], [-3.040, -0.111, -3.110], [-4.417, -0.458, -2.345], [-5.590, 0.641, -2.764], [-5.068, 1.994, -3.060], [-6.175, 0.134, -4.062], [-6.844, 0.714, -1.711], [-7.422, 2.105, -1.838], [-7.935, -0.198, -2.174], [-6.483, 0.557, -0.285], [-2.225, 1.757, -0.187], [-1.745, 2.675, 0.965], [-3.676, 1.893, -0.418], [-0.175, 1.837, -1.354], [1.216, 1.990, -0.575], [2.193, 2.876, -1.456], [1.264, 2.760, 0.803], [1.998, 0.256, -0.464], [2.657, 0.184, 0.996], [0.914, -0.914, -0.956], [0.930, -0.995, -2.617], [1.596, 0.152, -3.522], [3.064, 0.057, -3.760], [3.580, 1.234, -4.469], [4.906, 1.494, -4.298], [1.751, -2.555, -0.509], [1.266, -4.171, -1.417], [3.635, -2.368, -1.094], [2.012, -3.085, 1.312], [-4.040, -0.011, 2.661], [-3.741, -0.559, 0.888], [-3.740, -1.826, 2.274], [-1.561, -1.498, 3.026], [-1.840, 0.199, 4.196], [0.203, -1.080, 1.636], [-0.114, 0.692, 1.532], [-2.380, -3.166, -2.584], [-1.057, 0.811, -3.358], [-2.335, 1.937, -2.662], [-2.570, -1.142, -3.491], [-3.395, 0.388, -4.143], [-4.374, -0.579, -1.186], [-4.815, -1.502, -2.769], [-2.567, 2.807, 1.627], [-1.446, 3.593, 0.568], [-4.159, 1.660, 0.446], [2.950, 0.318, -1.184], [1.967, 0.143, 1.931], [3.288, 1.195, 1.131], [3.506, -0.638, 1.173], [1.493, -1.973, -3.022], [-0.158, -1.151, -3.084], [1.161, -0.028, -4.627], [1.364, 1.266, -3.319], [2.957, 1.903, -5.199], [2.114, -4.972, -1.156], [1.290, -4.102, -2.609], [0.256, -4.664, -1.123], [4.344, -2.113, -0.183], [4.057, -3.378, -1.540], [3.783, -1.553, -1.900], [3.093, -3.571, 1.483], [1.949, -2.246, 2.123], [1.289, -3.957, 1.694], [-9.709, -3.010, -3.619], [-8.527, -3.873, -3.781], [-7.593, -4.555, -3.908], [-10.513, -3.522, -3.080], [-9.472, -2.100, -3.059], [-10.117, -2.697, -4.587], [-3.261, 5.996, -1.288], [-2.923, 5.454, 0.039], [-2.655, 5.026, 1.087], [-2.457, 5.824, -2.012], [-4.167, 5.534, -1.695], [-3.437, 7.076, -1.251], [8.098, -3.058, -0.857], [6.757, -3.321, -0.310], [5.697, -3.529, 0.123], [8.098, -3.072, -1.952], [8.477, -2.079, -0.545], [8.825, -3.807, -0.525], [4.422, -5.553, 4.588], [3.685, -4.333, 4.220], [3.102, -3.369, 3.930], [5.017, -5.408, 5.496], [3.746, -6.394, 4.775], [5.112, -5.863, 3.795], [-6.886, 4.540, 1.019], [-6.384, 5.915, 0.858], [-5.988, 7.002, 0.731], [-7.945, 4.526, 1.297], [-6.786, 3.963, 0.093], [-6.339, 3.999, 1.798], [4.191, -7.751, 8.370], [5.321, -7.339, 7.520], [6.213, -7.014, 6.848], [3.976, -7.007, 9.144], [3.274, -7.885, 7.786], [4.392, -8.699, 8.879], [10.049, 0.359, 1.627], [9.584, -0.782, 2.434], [9.217, -1.683, 3.072], [10.010, 1.296, 2.191], [11.083, 0.224, 1.294], [9.436, 0.495, 0.730], [8.960, 1.844, 5.337], [10.090, 2.256, 4.487], [10.982, 2.580, 3.815], [8.744, 2.588, 6.111], [8.043, 1.710, 4.754], [9.161, 0.896, 5.847], [-5.846, -5.487, -0.071], [-4.716, -5.076, -0.921], [-3.824, -4.751, -1.592], [-6.061, -4.743, 0.704], [-6.763, -5.622, -0.654], [-5.645, -6.435, 0.439], [-1.463, 8.865, 1.000], [-1.561, 9.219, -0.426], [-1.637, 9.498, -1.553], [-2.059, 7.977, 1.238], [-0.430, 8.650, 1.294], [-1.820, 9.676, 1.643], [-7.817, -3.831, 3.388], [-6.541, -3.478, 2.744], [-5.533, -3.198, 2.235], [-8.390, -2.941, 3.666], [-8.451, -4.431, 2.727], [-7.661, -4.414, 4.302], [7.265, -0.989, -4.632], [8.410, -1.521, -3.873], [9.314, -1.940, -3.274], [6.466, -0.643, -3.969], [7.555, -0.140, -5.260], [6.831, -1.747, -5.293], [-1.965, 11.782, -3.856], [-1.464, 13.157, -4.017], [-1.068, 14.243, -4.144], [-3.024, 11.767, -3.578], [-1.866, 11.204, -4.782], [-1.419, 11.240, -3.077]],
  "forces_ev_per_a": [[-1.5, -0.8, 0.3], [-1.7, -0.2, 3.0], [0.4, -1.4, 0.3], [3.7, -0.5, 1.3], [1.6, 0.4, -0.3], [-1.2, -0.5, -1.5], [-0.7, 1.5, 0.8], [0.4, 0.5, -0.4], [-3.2, -0.4, 0.6], [1.1, 2.3, -2.5], [-0.6, -1.4, -1.8], [-1.0, -0.1, -0.2], [0.9, -0.7, -1.8], [-1.8, -4.0, 1.0], [1.4, 1.8, 3.5], [-2.2, 2.3, -0.1], [1.6, -4.5, 0.8], [3.7, 2.8, 2.3], [-1.5, 0.1, -4.9], [-1.0, 1.7, 2.6], [-1.3, -2.2, -2.0], [1.0, -2.1, 1.5], [1.5, -0.2, 0.3], [6.1, 6.3, 2.3], [-4.0, -3.8, 1.5], [-1.6, -3.8, -4.5], [0.6, -0.7, 0.0], [1.8, 1.0, 1.5], [-0.4, 2.0, -0.6], [0.0, -0.8, -1.5], [-1.3, 0.7, -2.7], [0.0, 3.4, -1.2], [7.2, -0.5, 2.2], [-8.8, -1.7, -1.4], [2.7, -2.0, 0.4], [-0.2, -1.9, -1.4], [0.8, 0.5, -0.4], [0.1, -1.1, 2.3], [1.8, -1.3, -1.4], [0.9, -0.3, 1.7], [0.9, 2.5, -0.9], [-0.2, 1.8, -2.3], [0.2, 0.6, -1.8], [-2.0, 1.3, -1.1], [-1.7, -1.9, -1.0], [1.4, 0.1, 1.3], [-1.9, -0.1, 1.8], [0.9, -2.4, 0.5], [-1.0, 2.2, 1.1], [1.0, -1.0, 2.3], [0.1, 0.5, -2.3], [0.7, 2.4, 0.9], [1.6, 0.3, -1.3], [0.0, -1.4, 1.0], [1.1, 0.8, -1.8], [-2.5, 0.0, 1.2], [1.0, 0.1, -2.0], [-1.6, -2.1, -0.4], [-2.2, 1.5, -1.0], [-1.2, 2.0, 1.2], [2.4, 0.4, 1.4], [0.5, 0.2, 2.4], [0.2, -2.0, 0.3], [0.7, -1.5, 1.6], [-1.7, 1.8, -0.4], [-0.1, -0.1, 2.6], [1.8, 1.0, -0.6], [-1.9, -0.3, -2.1], [-1.1, 2.1, 0.9], [-0.2, -1.3, 1.1], [-2.3, 1.3, -0.8], [0.1, -1.6, -1.6], [1.4, 2.0, -0.9], [-0.2, 0.2, 0.0], [1.0, -0.7, -0.1], [-1.5, 1.1, 0.3], [0.3, -0.1, -0.1], [0.2, -0.2, -0.1], [0.3, -0.2, 0.1], [0.0, 0.1, -0.2], [0.1, -0.2, 1.0], [-0.9, 1.9, -1.6], [0.0, -0.1, 0.3], [0.1, -0.1, 0.3], [0.1, -0.2, 0.2], [0.0, -0.1, 0.0], [-0.9, -0.3, 0.7], [2.6, -0.4, -0.1], [-0.2, -0.1, 0.5], [-0.3, -0.2, 0.0], [-0.3, 0.0, 0.1], [0.1, -0.1, 0.0], [-0.6, 1.0, -0.3], [1.1, -1.6, 1.0], [-0.2, 0.2, -0.3], [-0.1, 0.3, -0.1], [-0.2, 0.2, 0.0], [-0.1, -0.2, 0.0], [0.4, 1.2, -0.1], [-0.6, -1.8, 0.2], [0.2, 0.2, -0.1], [0.1, 0.3, 0.0], [0.1, 0.3, -0.1], [-0.2, -0.1, 0.2], [1.0, 0.3, -0.7], [-1.5, -0.6, 1.2], [0.2, 0.0, -0.2], [0.3, 0.1, -0.1], [0.2, 0.2, -0.2], [0.0, 0.2, -0.2], [-0.4, -0.9, 0.6], [0.6, 1.5, -1.0], [0.0, -0.4, -0.1], [-0.2, -0.1, 0.2], [0.0, -0.3, 0.2], [-0.2, -0.1, 0.2], [1.0, 0.4, -0.6], [-1.5, -0.5, 1.2], [0.2, 0.0, -0.2], [0.3, 0.1, -0.1], [0.2, 0.2, -0.2], [-0.2, -0.1, 0.1], [0.9, 0.4, -0.8], [-1.7, -0.5, 1.0], [0.4, -0.1, -0.4], [0.3, 0.0, -0.2], [0.2, 0.2, -0.2], [0.0, -0.1, 0.3], [-0.1, 0.3, -1.2], [0.1, -0.6, 1.9], [0.0, 0.1, -0.3], [-0.1, 0.1, -0.3], [0.0, 0.0, -0.3], [-0.2, -0.1, 0.1], [1.0, 0.4, -0.4], [-1.8, -0.5, 0.9], [0.3, 0.0, -0.1], [0.3, 0.1, 0.0], [0.2, 0.1, -0.2], [-0.2, 0.1, -0.1], [1.0, -0.3, 0.4], [-1.3, 0.9, -1.2], [0.2, 0.0, 0.0], [0.1, -0.2, 0.2], [0.3, 0.0, 0.2], [0.0, -0.1, 0.0], [0.4, 1.2, -0.2], [-0.6, -1.8, 0.2], [0.2, 0.2, 0.0], [0.1, 0.3, 0.1], [-0.1, 0.3, -0.2]],
  "mulliken_charge": [-0.30, -0.32, -0.50, 0.42, 1.38, 0.53, -0.62, -0.28, 0.75, -1.31, -1.07, 0.14, 0.64, -0.24, -0.34, 0.53, -0.28, -0.22, -0.18, -0.03, -0.19, -0.08, -0.73, 1.31, -0.82, -0.65, -0.30, -0.84, 1.35, -0.32, -1.15, -0.17, 0.18, -0.52, -0.63, -0.79, -0.35, -0.72, 0.24, -0.58, 0.21, 0.69, 0.38, -0.61, 0.04, 0.32, 0.03, 0.23, 0.37, 0.47, -0.41, 0.41, 0.26, 0.25, 0.21, 0.40, 0.12, 0.42, 0.19, 0.27, -0.08, 0.39, 0.45, 0.30, 0.27, 0.22, 0.18, 0.02, 0.34, -0.05, 0.18, 0.39, 0.20, -0.56, 0.38, -0.41, 0.28, 0.08, 0.27, -0.91, 0.57, -0.61, 0.37, 0.29, 0.35, -0.79, 0.62, -0.53, 0.22, 0.08, 0.34, -0.77, 0.38, -0.40, 0.21, 0.25, 0.28, -0.47, 0.35, -0.43, 0.36, 0.00, 0.21, -0.78, 0.41, -0.42, 0.27, 0.26, 0.28, -0.63, 0.38, -0.43, 0.12, 0.26, 0.25, -0.80, 0.44, -0.45, 0.33, 0.27, 0.27, -0.42, 0.31, -0.35, -0.28, 0.33, 0.32, -0.74, 0.40, -0.43, 0.18, 0.27, 0.28, -0.87, 0.49, -0.50, 0.28, 0.31, 0.28, -0.63, 0.44, -0.50, 0.08, 0.33, 0.30, -0.58, 0.31, -0.38, 0.25, 0.26, 0.18],
  "total_energy_ev": -135456.956,
  "orbital_gap_ev": 8.1,
  "homo_ev": -8.4,
  "charge": 0
}